DFT (ωB97M-V/def2-TZVPD) results for 13 unconnected molecules or ions with the total composition C43H118N6O19.

```
! wB97M-V def2-TZVPD RIJCOSX def2/J DEFGRID3
* xyz 0 1
C -5.110 -31.852 -6.519
O -6.458 -31.891 -6.999
C -7.365 -31.191 -6.142
C -8.759 -31.169 -6.827
N -9.568 -30.124 -6.205
C -10.909 -29.965 -6.771
C -11.659 -28.707 -6.410
O -12.084 -28.873 -5.042
C -12.718 -27.701 -4.560
H -5.069 -32.270 -5.513
H -4.784 -30.829 -6.332
H -4.450 -32.381 -7.206
H -7.064 -30.182 -5.861
H -7.441 -31.549 -5.116
H -9.220 -32.152 -6.727
H -8.512 -31.002 -7.876
H -9.705 -30.470 -5.266
H -11.465 -30.842 -6.441
H -10.845 -30.006 -7.859
H -12.577 -28.551 -6.978
H -11.006 -27.851 -6.579
H -12.832 -27.834 -3.485
H -13.678 -27.527 -5.047
H -12.115 -26.838 -4.842
C -12.597 -28.652 -0.376
O -12.380 -29.241 0.895
C -11.807 -28.369 1.819
C -11.429 -29.184 3.063
N -12.655 -29.681 3.646
C -13.490 -28.689 4.363
C -14.907 -29.222 4.681
O -15.608 -29.381 3.504
C -16.923 -29.841 3.752
H -13.205 -29.309 -0.998
H -11.629 -28.526 -0.861
H -13.159 -27.721 -0.308
H -12.606 -27.691 2.121
H -10.985 -27.752 1.454
H -10.757 -28.662 3.744
H -10.807 -29.990 2.672
H -13.233 -29.986 2.875
H -13.529 -27.740 3.828
H -12.941 -28.439 5.271
H -15.395 -28.494 5.329
H -14.915 -30.103 5.323
H -17.328 -29.413 4.670
H -16.974 -30.929 3.759
H -17.500 -29.533 2.880
C -6.354 -24.657 -2.455
O -6.852 -23.914 -3.530
C -8.204 -23.464 -3.409
C -8.580 -22.574 -4.651
N -10.022 -22.211 -4.629
C -10.398 -21.800 -5.991
C -11.872 -21.317 -6.078
O -12.042 -20.159 -5.347
C -13.304 -19.520 -5.627
H -6.821 -25.642 -2.467
H -6.442 -24.115 -1.514
H -5.313 -24.906 -2.660
H -8.310 -22.907 -2.478
H -8.929 -24.276 -3.358
H -8.321 -23.221 -5.489
H -7.973 -21.670 -4.698
H -10.088 -21.356 -4.095
H -10.325 -22.613 -6.713
H -9.729 -20.990 -6.284
H -12.452 -22.160 -5.704
H -12.054 -21.109 -7.132
H -13.477 -19.273 -6.674
H -13.449 -18.598 -5.063
H -14.071 -20.200 -5.256
C -9.137 -36.982 0.670
O -9.585 -35.701 0.963
C -9.693 -34.899 -0.247
C -10.305 -33.511 -0.125
N -10.392 -32.878 -1.459
C -11.080 -31.554 -1.366
C -10.992 -30.963 -2.788
O -9.667 -30.868 -3.392
C -8.709 -30.029 -2.765
H -8.936 -37.550 1.578
H -8.189 -37.004 0.133
H -9.824 -37.569 0.060
H -10.265 -35.506 -0.949
H -8.794 -34.781 -0.852
H -9.627 -32.987 0.549
H -11.283 -33.674 0.329
H -9.494 -32.784 -1.912
H -10.771 -30.847 -0.596
H -12.123 -31.793 -1.156
H -11.503 -30.001 -2.838
H -11.614 -31.533 -3.478
H -8.474 -30.517 -1.819
H -9.100 -29.018 -2.654
H -7.843 -30.020 -3.427
C -6.457 -24.791 -11.818
O -6.288 -25.158 -10.396
C -6.851 -26.438 -10.056
C -8.423 -26.483 -9.940
N -9.022 -25.933 -8.708
C -8.574 -24.575 -8.318
C -9.121 -23.451 -9.277
O -8.896 -22.195 -8.678
C -9.426 -21.130 -9.457
H -7.487 -24.593 -12.115
H -5.960 -25.587 -12.372
H -5.779 -23.960 -12.012
H -6.532 -26.705 -9.049
H -6.574 -27.267 -10.707
H -8.693 -27.537 -10.002
H -8.931 -26.014 -10.783
H -8.603 -26.492 -7.978
H -7.503 -24.526 -8.119
H -9.065 -24.420 -7.357
H -10.201 -23.580 -9.343
H -8.634 -23.580 -10.244
H -9.190 -21.173 -10.520
H -8.891 -20.241 -9.122
H -10.510 -21.087 -9.355
C -8.368 -29.551 5.044
O -8.421 -29.981 3.665
C -7.151 -30.361 3.189
C -7.178 -30.783 1.734
N -7.129 -29.675 0.792
C -8.351 -28.918 0.658
C -8.110 -27.626 -0.129
O -9.378 -26.987 -0.311
C -9.380 -25.840 -1.134
H -7.789 -28.632 5.124
H -7.937 -30.272 5.739
H -9.344 -29.320 5.472
H -6.767 -31.182 3.794
H -6.534 -29.497 3.432
H -8.024 -31.426 1.493
H -6.305 -31.423 1.602
H -6.409 -29.064 1.151
H -8.675 -28.684 1.672
H -9.165 -29.526 0.261
H -7.656 -27.846 -1.095
H -7.429 -27.021 0.470
H -8.545 -25.210 -0.826
H -10.339 -25.327 -1.058
H -9.271 -26.115 -2.183
C -6.156 -30.599 -9.964
O -6.432 -29.841 -11.109
H -6.990 -30.450 -9.279
H -6.063 -31.664 -10.178
H -5.249 -30.262 -9.463
H -7.095 -30.301 -11.629
C -5.092 -25.538 -6.140
O -3.782 -26.003 -6.058
H -5.212 -24.473 -6.338
H -5.666 -26.101 -6.877
H -5.669 -25.714 -5.233
H -3.264 -25.539 -6.720
C -12.414 -24.308 -3.509
O -11.233 -24.609 -4.141
H -12.397 -24.514 -2.439
H -12.650 -23.245 -3.569
H -13.213 -24.890 -3.966
H -10.713 -23.806 -4.225
C -11.169 -28.269 -11.544
O -12.103 -29.249 -12.067
H -10.673 -28.668 -10.659
H -10.386 -28.046 -12.270
H -11.636 -27.328 -11.252
H -12.458 -29.720 -11.310
C -8.514 -26.707 -5.361
O -8.114 -27.609 -6.410
H -7.892 -25.822 -5.229
H -9.544 -26.366 -5.470
H -8.385 -27.239 -4.419
H -8.551 -28.462 -6.350
C -12.251 -25.173 -7.529
O -11.857 -26.004 -8.561
H -12.273 -25.795 -6.634
H -11.507 -24.412 -7.293
H -13.256 -24.824 -7.764
H -10.918 -26.110 -8.391
C -4.671 -28.732 -4.206
O -4.221 -30.006 -3.735
H -4.204 -28.518 -5.167
H -5.749 -28.704 -4.365
H -4.381 -27.951 -3.503
H -4.803 -30.323 -3.040
*
```

**Relative energy (zero: lowest compared OMol25 entry of this formula, charge and spin)**: 0.000 eV
**HOMO level**: -8.31 eV

Atomic partial charges in e from the Mulliken method, atoms 1 to 6:
1. C -0.636
2. O -0.431
3. C 0.068
4. C -0.920
5. N 1.261
6. C -1.676